This record from OMol25 describes the molecule C24H22O2. The level of theory is ωB97M-V with the def2-TZVPD basis set.

For the LUMO energy, the calculation gives 0.1 eV. The calculation puts the energy relative to the best compared isomer or geometry (same formula, charge and spin) at 0.00 kJ/mol.

Structure (XYZ):
```
48
Properties=species:S:1:pos:R:3:forces:R:3:mulliken_charge:R:1
C 0.613938 4.836659 2.429407 -0.284 -1.012 0.050 -0.504
C -0.478291 3.984553 2.610313 -0.361 -0.878 -0.164 -0.683
C -0.463223 2.673624 2.078773 0.104 -0.310 -0.634 -0.070
C 0.675004 2.185796 1.408678 0.419 1.030 0.695 0.412
C 0.819860 0.726815 0.974186 1.028 0.981 -0.775 -0.262
C -0.139707 0.141236 -0.063540 1.104 0.935 -1.257 1.036
C -0.720994 -1.082195 0.564101 -0.522 -1.656 -1.361 -0.010
C -2.212075 -1.263159 0.757082 0.464 -1.716 -0.478 0.037
C -2.877459 -0.380794 1.546651 -0.918 1.507 0.831 0.098
C -4.202012 -0.577311 1.955526 -0.809 -1.401 -0.418 -0.525
C -4.877626 -1.765164 1.500183 0.940 0.924 0.614 -0.452
C -4.161729 -2.715576 0.742906 0.194 -0.605 -0.456 -0.519
C -2.820786 -2.489938 0.362053 -0.715 1.654 0.858 -0.541
O -0.004902 -2.025584 0.813315 -0.030 0.165 0.304 -0.516
O 1.799373 0.108045 1.324165 -0.491 0.200 0.042 -0.476
C 1.804799 3.058857 1.279749 -1.089 -1.086 -0.266 -0.476
C 1.744728 4.372084 1.771580 1.196 -0.755 -0.814 -0.575
H 0.600830 5.826345 2.825663 -0.069 0.525 0.218 0.413
H -1.367337 4.272367 3.189169 0.512 0.154 -0.393 0.368
H -1.341874 1.984238 2.105761 0.784 1.053 0.411 0.327
H -0.851885 0.868260 -0.444317 -0.459 0.146 1.026 0.844
H -2.326656 0.515364 1.859665 -0.493 -0.440 0.027 0.156
H -4.702172 0.118960 2.659406 0.377 -0.493 -0.735 0.364
H -5.926120 -1.954102 1.796719 0.796 0.110 -0.215 0.350
H -4.637506 -3.696632 0.458232 0.433 1.289 0.285 0.313
H -2.230243 -3.161551 -0.233001 -0.065 -0.440 -0.007 0.419
H 2.644966 2.615045 0.706503 -0.296 0.780 0.724 0.312
H 2.657698 4.984388 1.618652 -0.912 -0.194 0.237 0.334
C 1.273859 1.307261 -1.897625 -0.009 0.231 0.222 -1.216
C 0.633741 -0.036185 -1.612178 -1.288 -1.529 -0.200 1.480
C -0.630547 -0.331987 -2.544434 1.229 -0.429 1.692 -1.180
C 1.618238 -1.164110 -1.673218 1.492 -1.517 2.146 0.235
C 1.234621 -2.534886 -1.663576 0.619 0.071 -1.712 -0.008
C 2.175292 -3.575659 -1.897960 -1.298 1.663 1.128 -1.052
C 3.526318 -3.298144 -1.855656 0.861 -0.628 -0.289 -0.209
C 3.967092 -2.003980 -1.660867 -1.717 1.563 1.046 -0.888
C 3.004834 -0.956958 -1.422415 0.661 -0.280 -1.829 -0.312
H 2.015271 1.386445 -1.088685 -0.542 1.047 -0.158 -0.057
H 1.867105 1.500145 -2.821071 -0.706 -0.894 0.290 0.265
H 0.422099 2.008394 -1.906042 0.791 0.395 0.444 0.383
H -0.949542 -1.365821 -2.358763 -0.428 0.502 0.384 0.227
H -1.318929 0.413195 -2.155250 -0.757 -0.235 -0.902 0.452
H -0.488037 -0.353780 -3.615018 0.436 0.778 -0.256 0.368
H 0.174452 -2.788372 -1.650352 0.358 -0.062 -0.053 -0.065
H 1.790839 -4.567329 -1.992416 0.007 -0.542 -0.033 0.434
H 4.260577 -4.119540 -1.932251 -0.457 0.531 -0.181 0.321
H 5.012515 -1.751425 -1.603591 0.170 -0.101 0.085 0.421
H 3.391606 0.072101 -1.246210 -0.260 -1.031 -0.172 0.229
```
Positions in Å, forces in eV/Å.